[1]
Below is an isolated ion of composition C4H11NP and charge +1, with properties calculated with ωB97M-V/def2-TZVPD.

Results
* net charge: +1
* highest occupied orbital energy: -13.72 eV
* relative energy (zero: lowest compared OMol25 entry of this formula, charge and spin): 1.928 eV
* Kohn-Sham gap: 9.97 eV
* structure (SMILES): [NH3+]C1(P)CCC1

Positions of all 17 atoms, in Å:
N  -0.578  1.768  0.164
C  -0.420  0.232  0.017
P  -2.047  -0.596  0.075
C  0.486  -0.294  1.166
C  1.272  -1.122  0.059
C  0.640  -0.220  -0.976
H  -0.720  2.269  -0.725
H  0.365  2.265  0.299
H  -1.262  2.064  0.839
H  -1.529  -1.875  -0.243
H  -2.702  -0.354  -1.201
H  0.113  -0.916  1.975
H  1.222  0.512  1.500
H  2.371  -1.156  0.229
H  0.981  -2.253  0.056
H  1.469  0.523  -1.280
H  0.340  -0.848  -1.956

Atomic forces in eV per Å
2.622 1.047 -1.929
0.794 0.930 0.531
-1.490 -0.366 0.026
1.970 -0.286 -0.607
0.084 -2.239 2.099
1.659 -1.038 -3.843
-1.194 -0.689 -0.134
-1.257 -1.328 1.000
-0.365 0.168 0.584
-0.030 0.218 -0.001
0.891 -0.001 0.444
-0.368 0.558 0.180
-1.244 -0.909 -0.020
-0.757 0.382 -0.519
0.103 2.157 -0.226
-1.668 -0.581 0.336
0.249 1.977 2.079

Charges obtained by natural (NBO) population analysis, quoted in units of e: -0.698, -0.163, 0.323, -0.426, -0.401, -0.466, 0.443, 0.446, 0.452, 0.028, 0.018, 0.253, 0.219, 0.241, 0.229, 0.241, 0.261

---

[2]
Below is a 7-piece molecular cluster, C20H55N2O7S6 overall, with properties calculated with ωB97M-V/def2-TZVPD.

Results
* net charge: +1
* highest occupied orbital energy: -10.13 eV
* Kohn-Sham gap: 7.65 eV

Positions of all 90 atoms, in Å:
C  -3.155  -0.514  -1.816
O  -2.157  0.203  -1.108
C  -2.653  0.796  0.065
C  -1.482  1.198  0.947
C  -0.665  0.047  1.532
C  -1.138  -0.610  2.837
C  -2.405  -1.462  2.698
N  -3.592  -0.961  3.458
C  -3.665  0.519  3.600
C  -2.395  1.075  4.231
N  -1.184  0.275  4.002
H  -4.113  0.007  -1.767
H  -2.853  -0.603  -2.853
H  -3.278  -1.506  -1.372
H  -3.189  1.717  -0.200
H  -3.389  0.158  0.572
H  -0.817  1.743  0.273
H  -1.811  1.929  1.686
H  0.377  0.334  1.656
H  -0.659  -0.747  0.776
H  -0.356  -1.339  3.060
H  -2.641  -1.610  1.649
H  -2.213  -2.452  3.112
H  -3.659  -1.436  4.361
H  -4.418  -1.255  2.939
H  -4.487  0.728  4.281
H  -3.925  0.978  2.652
H  -2.279  2.106  3.896
H  -2.566  1.130  5.307
H  -0.429  0.946  3.913
C  3.548  2.754  1.813
S  2.153  3.588  2.573
O  1.364  2.540  3.288
C  1.278  3.922  1.049
H  4.206  2.413  2.610
H  3.191  1.904  1.232
H  4.079  3.458  1.173
H  1.087  2.988  0.522
H  1.871  4.584  0.420
H  0.337  4.406  1.303
C  -0.853  -5.541  6.484
S  -1.631  -3.930  6.431
O  -2.361  -3.842  5.123
C  -0.115  -2.992  6.233
H  -1.635  -6.295  6.560
H  -0.275  -5.699  5.576
H  -0.209  -5.600  7.361
H  0.409  -3.332  5.337
H  0.508  -3.131  7.115
H  -0.383  -1.940  6.137
C  -0.719  2.927  -3.306
S  1.017  3.297  -3.555
O  1.660  3.334  -2.203
C  0.774  5.001  -4.057
H  -0.789  1.904  -2.938
H  -1.136  3.617  -2.572
H  -1.238  3.019  -4.261
H  0.255  5.544  -3.267
H  0.196  5.017  -4.982
H  1.757  5.440  -4.223
C  -0.095  1.194  -7.183
S  0.407  2.906  -7.012
O  -0.821  3.693  -6.690
C  0.774  3.184  -8.746
H  -0.405  0.841  -6.202
H  -0.925  1.129  -7.887
H  0.755  0.605  -7.526
H  -0.115  2.989  -9.345
H  1.593  2.531  -9.048
H  1.074  4.224  -8.859
C  4.361  -1.052  -3.447
S  3.398  0.466  -3.411
O  2.466  0.404  -4.571
C  4.744  1.556  -3.877
H  3.687  -1.876  -3.223
H  4.795  -1.188  -4.437
H  5.143  -1.002  -2.689
H  5.154  1.241  -4.837
H  5.512  1.533  -3.104
H  4.336  2.561  -3.958
C  0.074  -4.599  1.333
S  0.397  -5.506  2.850
O  1.470  -4.774  3.579
C  1.152  -6.929  2.060
H  -0.366  -3.642  1.607
H  1.010  -4.435  0.798
H  -0.626  -5.163  0.717
H  2.015  -6.609  1.476
H  0.417  -7.420  1.423
H  1.471  -7.612  2.845

Atomic forces in eV per Å
0.015 0.150 0.320
-0.050 -0.310 -0.023
0.003 0.688 0.071
0.268 -0.038 -0.290
-0.576 -0.433 -0.269
0.500 0.360 -0.090
0.746 -0.734 0.245
-0.523 0.021 -0.697
-0.061 0.429 0.692
0.110 -0.053 0.138
-0.534 0.171 -0.101
-0.070 0.052 -0.119
0.106 -0.054 -0.066
-0.066 -0.121 -0.086
-0.168 -0.034 -0.034
0.073 -0.258 -0.028
0.002 0.137 0.038
0.028 -0.044 0.173
0.003 0.200 0.190
0.154 -0.002 -0.085
0.051 -0.024 0.089
-0.399 0.271 -0.025
-0.066 -0.023 0.127
0.365 0.012 0.126
-0.093 -0.112 0.137
-0.165 -0.037 -0.092
0.248 -0.308 -0.301
-0.047 0.056 -0.088
0.081 -0.024 0.082
0.433 -0.150 0.142
0.061 -0.072 -0.004
-0.001 0.072 -0.047
-0.240 -0.272 0.046
-0.056 0.041 -0.100
-0.020 0.020 0.027
-0.041 0.020 -0.005
-0.008 0.015 0.000
0.089 0.023 -0.027
-0.005 -0.026 -0.043
0.018 0.020 0.064
-0.034 -0.212 -0.062
0.209 0.051 0.207
-0.155 0.322 -0.360
0.026 0.082 -0.113
-0.054 0.053 0.017
0.029 0.090 -0.006
-0.017 0.056 0.022
-0.006 -0.071 0.023
-0.015 0.003 0.018
-0.035 0.003 0.011
-0.095 -0.099 0.029
-0.027 0.119 -0.127
-0.006 -0.016 0.186
-0.025 0.114 -0.011
0.030 -0.010 0.033
0.037 0.023 0.014
0.037 0.045 -0.025
0.019 -0.031 0.033
-0.017 -0.038 0.006
0.018 -0.030 0.016
-0.062 -0.070 -0.028
0.229 -0.036 -0.066
-0.062 -0.038 0.028
-0.078 0.013 -0.092
0.060 0.018 0.032
-0.004 0.049 0.001
0.027 0.003 0.051
-0.019 0.000 0.026
0.013 0.000 0.025
-0.001 0.008 0.036
0.077 -0.036 -0.035
-0.058 -0.053 0.090
-0.016 -0.054 -0.060
0.046 0.074 -0.056
-0.030 0.020 0.004
-0.024 0.027 -0.012
-0.008 0.001 0.011
-0.035 -0.027 -0.003
-0.014 0.006 0.016
-0.040 -0.007 0.036
0.025 0.038 -0.072
-0.184 -0.123 -0.056
-0.024 0.072 0.014
0.118 -0.008 -0.042
0.009 -0.002 0.035
0.019 0.005 0.033
-0.013 -0.003 0.016
0.006 0.025 0.021
-0.023 0.003 0.023
-0.013 0.015 0.026

Charges obtained by Mulliken population analysis, quoted in units of e: -0.862, -0.209, -1.030, 0.280, -1.279, 0.737, -1.262, 0.107, -0.511, -0.825, -0.387, 0.395, 0.222, 0.268, 0.385, 0.450, -0.003, 0.211, 0.328, 0.504, 0.179, 0.265, 0.377, 0.463, 0.375, 0.454, 0.239, 0.311, 0.461, 0.379, -0.915, 0.304, -0.551, -0.609, 0.366, 0.232, 0.383, 0.002, 0.388, 0.410, -0.644, 0.403, -0.605, -0.588, 0.349, 0.009, 0.385, 0.129, 0.406, 0.184, -1.009, 0.426, -0.447, -1.128, 0.119, 0.392, 0.505, 0.337, 0.399, 0.333, -1.001, 0.803, -0.683, -1.146, 0.218, 0.425, 0.377, 0.338, 0.374, 0.337, -1.044, 0.633, -0.598, -0.935, 0.315, 0.320, 0.371, 0.345, 0.369, 0.246, -0.584, 0.661, -0.631, -1.177, -0.229, 0.387, 0.442, 0.327, 0.391, 0.361

---

[3]
Below is C24H20ClF3HoO3PS as an isolated structure, with properties calculated with ωB97M-V/def2-TZVPD.

Results
* highest occupied orbital energy (alpha / beta): -9.14 / -9.15 eV
* spin multiplicity: 5
* Kohn-Sham gap (alpha / beta): 8.65 / 8.72 eV
* ⟨S²⟩: 6.006

Positions of all 54 atoms, in Å:
C  1.992  -0.212  0.988
C  1.904  1.028  0.284
C  0.868  1.795  0.905
H  2.520  1.329  -0.543
C  0.337  1.014  1.964
C  1.051  -0.214  2.039
H  0.848  -1.025  2.715
H  2.632  -1.033  0.717
H  0.550  2.785  0.629
H  -0.504  1.285  2.579
Ho  0.000  0.000  0.000
Cl  -2.231  -0.462  0.634
P  -0.796  1.033  -1.873
C  -1.423  2.731  -1.557
C  -1.111  3.813  -2.379
H  -0.449  3.682  -3.222
C  -1.647  5.067  -2.120
H  -1.393  5.900  -2.763
C  -2.506  5.252  -1.047
H  -2.924  6.230  -0.848
C  -2.832  4.174  -0.235
H  -3.510  4.307  0.597
C  -2.294  2.922  -0.485
H  -2.557  2.082  0.143
C  0.522  1.253  -3.119
C  1.639  2.039  -2.833
H  1.684  2.602  -1.911
C  2.687  2.125  -3.735
H  3.541  2.748  -3.507
C  2.639  1.413  -4.927
H  3.460  1.475  -5.629
C  1.538  0.620  -5.210
H  1.496  0.059  -6.133
C  0.483  0.540  -4.313
H  -0.370  -0.084  -4.538
C  -2.167  0.275  -2.827
C  -2.985  1.083  -3.617
H  -2.842  2.154  -3.633
C  -3.993  0.521  -4.383
H  -4.623  1.157  -4.990
C  -4.199  -0.852  -4.362
H  -4.989  -1.291  -4.957
C  -3.390  -1.657  -3.574
H  -3.548  -2.727  -3.547
C  -2.379  -1.100  -2.805
H  -1.755  -1.729  -2.194
F  -0.345  -4.903  1.327
C  0.169  -3.621  1.370
F  -0.843  -2.750  1.708
F  1.159  -3.561  2.332
S  0.868  -3.177  -0.254
O  2.402  -3.227  -0.294
O  0.570  -4.357  -1.192
O  0.386  -1.835  -1.230

Atomic forces in eV per Å
2.387 0.808 1.290
2.210 1.328 2.138
2.252 1.448 1.670
0.028 -0.118 -0.063
1.184 1.103 2.055
1.039 1.257 0.786
-0.067 -0.077 0.044
0.157 -0.117 -0.058
-0.100 0.113 -0.086
-0.036 0.047 0.062
-4.536 -9.317 -1.354
-2.081 -0.085 0.675
-3.032 4.285 -6.941
-0.024 0.081 -0.200
0.045 -0.007 0.083
0.045 -0.018 -0.069
0.021 -0.002 0.012
-0.003 0.005 -0.014
-0.003 -0.071 0.005
-0.004 0.001 0.004
-0.015 0.070 0.015
-0.007 -0.001 0.016
0.063 -0.007 -0.030
-0.083 -0.025 0.075
-0.014 -0.113 -0.070
-0.026 0.055 -0.111
-0.038 0.116 -0.021
0.001 0.032 -0.025
0.011 0.004 0.007
-0.050 -0.015 0.037
0.001 -0.005 0.006
0.048 0.021 -0.039
-0.001 -0.007 -0.010
0.073 0.011 0.019
-0.033 -0.049 -0.052
-0.019 0.105 -0.042
0.016 -0.011 0.000
0.016 0.062 -0.010
-0.023 -0.014 0.023
-0.003 0.010 -0.008
0.061 0.017 0.019
0.004 -0.003 0.010
-0.035 -0.048 -0.008
0.014 -0.016 -0.001
0.010 0.107 -0.017
0.104 -0.177 0.079
1.162 2.754 0.166
-1.385 -0.865 2.728
1.610 -1.482 -0.312
-1.791 -0.104 -1.649
5.492 -3.137 -11.547
-3.843 1.883 2.616
-1.541 2.979 3.592
0.734 -2.809 4.504

Charges obtained by Mulliken population analysis, quoted in units of e: -1.015, -0.362, -0.287, 0.844, -0.813, -0.229, 0.528, 0.699, 0.713, 0.527, -0.008, -0.423, 1.704, 0.283, -0.209, 0.460, -0.717, 0.426, -0.554, 0.387, -0.760, 0.439, -0.244, 0.372, 0.248, -0.382, 0.922, -1.059, 0.436, -0.583, 0.399, -0.703, 0.436, -0.750, 0.395, 0.074, -0.287, 0.392, -0.768, 0.427, -0.514, 0.382, -0.790, 0.456, -0.218, 0.493, -0.189, 0.623, -0.170, -0.202, 0.961, -0.640, -0.638, -0.511

---

[4]
Below is an isolated ion of composition C4H9NO2 and charge -2, with properties calculated with ωB97M-V/def2-TZVPD.

Results
* net charge: -2
* highest occupied orbital energy: 0.57 eV
* relative energy (zero: lowest compared OMol25 entry of this formula, charge and spin): 0.060 eV
* Kohn-Sham gap: 6.69 eV
* structure (SMILES): [O-]CCCNC[O-]

Positions of all 16 atoms, in Å:
O  3.502  0.125  0.742
C  2.216  -0.031  1.164
C  1.223  -0.554  0.085
C  -0.191  0.043  0.174
N  -1.085  -0.349  -0.932
C  -2.309  0.549  -1.128
O  -3.439  0.064  -0.611
H  1.757  0.929  1.526
H  2.140  -0.726  2.049
H  1.133  -1.645  0.085
H  1.674  -0.294  -0.871
H  -0.121  1.136  0.172
H  -0.606  -0.279  1.135
H  -1.560  -1.208  -0.654
H  -2.312  0.711  -2.241
H  -2.021  1.531  -0.695

Atomic forces in eV per Å
-0.184 -0.119 0.080
0.333 -0.053 -0.062
-0.210 0.347 -0.168
0.125 -0.425 -0.303
-0.173 0.101 0.203
0.219 -0.230 0.046
-0.089 -0.112 -0.164
0.002 0.024 0.086
-0.146 0.040 0.026
0.112 -0.176 0.124
-0.014 0.125 -0.195
0.052 -0.058 0.068
-0.175 0.257 0.316
0.195 0.040 -0.117
-0.286 -0.017 0.027
0.239 0.255 0.033

Charges obtained by natural (NBO) population analysis, quoted in units of e: -0.995, -0.009, -0.431, -0.220, -0.703, 0.144, -0.978, 0.059, 0.049, 0.153, 0.191, 0.165, 0.141, 0.343, 0.039, 0.052

---

[5]
Below is an isolated ion of composition C2H8N3 and charge +1, with properties calculated with ωB97M-V/def2-TZVPD.

Results
* net charge: +1
* highest occupied orbital energy: -15.08 eV
* relative energy (zero: lowest compared OMol25 entry of this formula, charge and spin): 0.000 eV
* Kohn-Sham gap: 11.90 eV
* structure (SMILES): CNC(N)=[NH2+]

Positions of all 13 atoms, in Å:
C  1.706  0.351  0.503
N  0.715  -0.346  -0.330
C  -0.598  -0.131  -0.262
N  -1.417  -0.908  -0.981
N  -1.101  0.835  0.503
H  2.686  -0.028  0.218
H  1.526  0.112  1.552
H  1.623  1.433  0.391
H  1.020  -1.015  -1.017
H  -1.095  -1.829  -1.241
H  -2.423  -0.863  -0.945
H  -2.101  0.928  0.549
H  -0.540  1.461  1.059

Atomic forces in eV per Å
-0.444 -0.362 0.079
-0.419 0.284 0.151
0.386 -0.022 0.248
-0.110 -0.608 -0.235
-0.133 -0.109 -0.106
-0.076 0.327 0.052
0.113 -0.086 0.002
0.276 -0.055 -0.278
0.158 0.029 0.049
0.170 0.142 -0.124
0.063 0.432 0.199
0.007 0.137 0.162
0.011 -0.109 -0.199

Charges obtained by natural (NBO) population analysis, quoted in units of e: -0.429, -0.546, 0.676, -0.767, -0.757, 0.252, 0.220, 0.216, 0.425, 0.421, 0.427, 0.426, 0.435

---

[6]
Below is a single C3H4INO2S2 molecule, with properties calculated with ωB97M-V/def2-TZVPD.

Results
* highest occupied orbital energy: -9.33 eV
* relative energy (zero: lowest compared OMol25 entry of this formula, charge and spin): 0.891 eV
* Kohn-Sham gap: 7.78 eV

Positions of all 13 atoms, in Å:
C  -0.850  -0.052  0.482
C  0.985  1.247  0.153
C  1.324  0.029  -0.766
N  -0.128  0.830  0.982
O  -2.841  -1.695  0.224
O  -1.138  0.144  -2.097
S  -0.370  -0.693  -1.200
S  -2.366  -0.767  1.242
I  -0.847  -2.237  2.607
H  1.668  1.544  0.867
H  0.770  2.234  -0.341
H  1.950  0.256  -1.733
H  1.843  -0.840  -0.419

Atomic forces in eV per Å
0.464 -0.346 -0.136
-0.657 -0.655 -1.028
-0.187 1.602 -2.710
-1.430 0.719 0.024
-0.607 0.247 -0.279
-0.674 1.178 -1.271
1.372 -0.943 1.235
1.269 -0.556 0.015
-0.225 0.168 0.242
2.343 0.133 1.147
-0.271 -1.246 -0.111
-1.639 -0.021 1.562
0.242 -0.280 1.311

Charges obtained by natural (NBO) population analysis, quoted in units of e: -0.172, -0.275, -0.641, -0.365, -0.881, -0.952, 1.249, 1.182, -0.102, 0.224, 0.238, 0.254, 0.240